# 1
C22H26I3N4OSiV as an isolated structure, computed with ωB97M-V with the def2-TZVPD basis set.

Geometry as XYZ:
```
58
Properties=species:S:1:pos:R:3:forces:R:3
V 0.097723 -0.348472 -0.506878 0.87 -1.46 -0.65
I -3.852122 1.757940 5.739539 -0.03 0.01 0.04
C -2.888083 1.086534 4.036537 -0.03 0.01 0.04
C -2.201260 1.999152 3.236921 -0.01 -0.05 0.03
C -1.577330 1.529068 2.101233 0.16 0.25 -0.33
I -0.436281 2.776868 0.869488 -0.08 0.05 0.18
C -1.660504 0.184876 1.766664 0.31 0.05 -0.09
O -1.060090 -0.241515 0.616182 -2.12 0.44 1.26
C -2.267786 -0.747096 2.590142 0.02 -0.42 -0.02
C -2.129687 -2.222782 2.281074 0.10 0.12 -0.05
N -0.767667 -2.520022 1.825685 -0.03 -0.07 0.14
C 0.284099 -2.257898 2.783752 -0.01 0.02 -0.12
C 1.502163 -1.462484 2.318766 -0.20 0.09 -0.07
C 2.646774 -1.624093 3.090868 0.06 0.01 0.10
C 3.723000 -0.769952 2.957109 0.04 -0.05 0.07
C 3.632373 0.268184 2.044006 0.04 0.04 0.00
C 2.508042 0.335470 1.259375 -0.11 -0.04 0.09
N 1.464855 -0.519502 1.347910 0.16 0.17 -0.52
C -2.897215 -0.271684 3.726256 -0.07 0.01 0.10
H -2.146234 3.043804 3.509820 -0.02 -0.01 -0.01
H -2.811963 -2.500102 1.475474 -0.04 -0.01 -0.02
H -2.427706 -2.789746 3.168117 -0.01 -0.02 0.04
H -0.719014 -3.466476 1.478334 0.00 -0.01 -0.01
H 0.656793 -3.172497 3.246196 0.05 -0.06 0.02
H -0.124151 -1.661800 3.606578 0.01 0.00 0.04
H 2.665733 -2.412150 3.832466 0.00 0.01 -0.02
H 4.606480 -0.897198 3.570078 -0.03 0.00 -0.01
H 4.420112 0.999424 1.928406 -0.02 -0.01 0.00
H 2.418872 1.122644 0.525070 0.00 0.01 -0.06
H -3.387519 -0.972752 4.390109 0.02 0.02 0.01
C 3.855572 -0.944918 -1.324590 -0.01 0.07 -0.03
C 2.979586 0.094100 -1.949425 -0.23 -0.23 0.15
C 3.445241 0.987086 -2.895169 0.03 0.12 -0.16
C 2.559720 1.833830 -3.553853 0.09 0.00 -0.02
C 1.195990 1.772603 -3.306842 -0.11 0.09 -0.15
C 0.780252 0.857432 -2.367459 0.12 -0.02 0.03
N 1.660407 0.091676 -1.663737 0.41 0.45 -0.48
N -0.514818 0.581662 -1.907486 0.75 -0.17 0.18
Si -2.116287 0.809298 -2.801563 -0.03 0.07 0.15
C -2.472928 2.613060 -2.857374 0.02 0.22 -0.02
C -3.330436 -0.117662 -1.776055 -0.09 -0.11 0.16
C -1.771275 0.020354 -4.429684 0.08 -0.03 -0.18
H 4.072616 -1.707350 -2.077126 0.00 0.02 0.00
H 3.373573 -1.436450 -0.485192 -0.03 -0.01 0.03
H 4.807186 -0.520024 -1.007524 -0.01 0.00 0.01
H 4.499036 0.993894 -3.138371 -0.02 0.03 0.00
H 2.935619 2.533982 -4.289176 0.00 -0.02 0.00
H 0.482876 2.390298 -3.833576 0.04 0.01 0.00
H -2.564924 3.025986 -1.850196 -0.02 0.02 -0.05
H -3.428180 2.766032 -3.370838 0.06 0.01 0.04
H -1.717126 3.185814 -3.400109 -0.07 0.00 0.03
H -3.323916 0.213322 -0.734744 -0.04 -0.01 -0.02
H -3.141844 -1.192790 -1.810177 -0.03 0.00 0.04
H -4.338500 0.056350 -2.162433 0.04 -0.02 -0.01
H -1.238572 0.687368 -5.111262 -0.01 -0.06 0.01
H -2.719549 -0.250013 -4.903049 0.05 0.01 -0.01
H -1.188721 -0.896296 -4.307962 -0.04 -0.01 -0.05
I -0.053012 -2.694390 -1.500326 0.00 0.48 0.18
```
Forces are in eV/Å.

Computed properties:
charge	+2
ΔE to the lowest compared entry with this formula, charge and spin	112.1	kJ/mol
highest occupied orbital energy (spin up / spin down)	-13.78 / -13.78	eV
HOMO-LUMO gap (spin up / spin down)	5.786 / 5.785	eV
LUMO level (spin up / spin down)	-7.99 / -7.99	eV

---

# 2
C22H26MoNO2SSe2 as an isolated structure, computed with ωB97M-V with the def2-TZVPD basis set.

Geometry as XYZ:
```
55
Properties=species:S:1:pos:R:3:forces:R:3
Mo -0.659998 -0.284293 1.649446 1.69 -0.41 -0.80
C 3.341621 -1.466649 -4.229143 1.40 -0.14 0.19
C 2.586128 -0.454930 -3.361518 0.51 0.27 -0.49
C 1.107186 -0.649689 -3.689028 -0.23 0.46 -0.29
C 3.118685 0.953616 -3.711705 1.77 0.20 -0.05
C 2.904801 -0.616963 -1.886300 -1.65 0.39 0.09
C 4.179275 -0.824935 -1.417682 2.03 -0.01 0.17
C 4.489421 -0.974932 -0.051097 -0.16 0.46 -0.50
C 3.475465 -0.937370 0.901458 -0.44 -0.72 -1.04
S 3.537765 -1.343221 2.627246 -2.02 0.32 -1.17
C 1.787995 -1.309190 2.633664 1.75 -0.24 1.41
N 1.219254 -1.121295 1.444533 -1.61 2.00 -1.17
C 2.149924 -0.804854 0.388538 0.79 -0.26 1.53
C 1.879176 -0.495197 -0.935950 -0.15 -1.06 0.49
C 0.956112 -1.250431 3.846049 -0.09 0.57 -0.25
C 1.399363 -1.632702 5.126576 0.25 -0.31 -1.78
C 0.569680 -1.479201 6.198089 0.12 -0.01 2.36
C -0.634067 -0.772995 6.087196 -0.03 -0.83 1.20
C -1.076700 -0.384769 4.863366 -0.84 1.58 -1.71
C -0.308726 -0.573529 3.694543 -0.48 -0.64 0.08
H 3.047519 -1.295734 -5.273532 -0.06 -0.41 0.31
H 3.133814 -2.501813 -3.878972 0.20 0.55 -0.58
H 4.460781 -1.267389 -4.230515 -1.29 -0.44 0.19
H 1.038624 -0.509563 -4.775069 -0.26 -0.33 0.24
H 0.447535 0.115712 -3.273408 0.05 0.10 0.20
H 0.712901 -1.638302 -3.398950 0.30 0.27 -0.23
H 2.917772 1.384994 -4.700170 -0.36 -0.63 0.07
H 4.265789 0.948965 -3.646683 -1.58 -0.02 0.03
H 2.778560 1.663483 -2.978772 -0.21 0.52 0.32
H 5.014606 -0.817305 -2.171764 -0.88 -0.24 1.07
H 5.516068 -1.075038 0.233955 0.41 -0.16 0.15
H 0.841022 -0.333974 -1.181044 -0.12 -0.07 -0.50
H 2.381888 -2.088047 5.228240 -0.15 0.01 0.07
H 0.917949 -1.854146 7.205341 -0.53 0.53 -1.25
H -1.265073 -0.584965 6.967594 0.45 -0.11 -0.40
H -1.992428 0.224133 4.791908 0.32 -0.57 0.08
O -2.117539 2.007018 -2.038139 0.38 0.13 0.34
C -3.404054 2.220198 -1.478108 -0.04 0.23 -0.27
C -3.646518 1.329095 -0.234508 -0.16 0.08 -1.33
C -5.146153 1.652793 0.130496 0.30 0.62 0.31
O -5.638924 0.726858 1.059689 -0.32 0.18 0.29
C -3.522076 -0.099256 -0.632219 -0.72 -2.02 0.24
Se -2.289257 -1.455977 0.393039 0.48 0.95 0.79
C -2.833925 1.706607 0.961278 -0.22 0.73 1.26
Se -0.858041 1.868957 0.697880 0.13 -1.19 0.48
H -1.855468 2.696874 -2.686488 -0.53 -0.48 0.54
H -4.191112 1.963575 -2.198972 0.22 0.10 -0.01
H -3.556016 3.261163 -1.177852 0.06 0.07 -0.07
H -5.747217 1.678061 -0.794246 0.24 -0.02 0.29
H -5.055776 2.678100 0.544575 -0.64 -0.33 -0.15
H -6.548453 0.966766 1.358817 0.92 -0.21 -0.39
H -3.177524 -0.361954 -1.630711 0.10 0.42 -0.09
H -4.478397 -0.611673 -0.429403 0.40 -0.05 -0.10
H -3.116853 1.070847 1.842697 0.36 0.47 -0.49
H -3.056393 2.754445 1.215736 0.11 -0.33 0.32
```
Forces are in eV/Å.

Computed properties:
charge	+3
highest occupied orbital energy (spin up / spin down)	-17.37 / -17.37	eV
HOMO-LUMO gap (spin up / spin down)	4.027 / 4.031	eV
LUMO level (spin up / spin down)	-13.34 / -13.34	eV

---

# 3
The molecule C22H26N2O2, computed with ωB97M-V with the def2-TZVPD basis set.

Geometry as XYZ:
```
52
Properties=species:S:1:pos:R:3:forces:R:3
O 0.965565 1.936279 2.433007 -0.12 0.00 0.33
C 1.481932 2.265352 1.377727 -0.11 -0.04 -0.31
N 1.161114 1.680050 0.205701 0.22 -0.14 -0.35
C 0.295222 0.528887 0.124929 0.04 0.17 0.08
C -1.162879 0.951912 -0.200961 -0.01 -0.03 0.13
C -2.188788 0.357506 0.723077 -0.15 0.00 -0.10
C -3.312663 -0.284154 0.219930 0.04 0.06 0.01
C -4.257388 -0.827151 1.073566 -0.11 -0.05 0.01
C -4.090032 -0.730001 2.443570 -0.10 -0.06 0.04
C -2.981757 -0.074232 2.954310 0.00 -0.01 0.06
C -2.038369 0.470340 2.102107 -0.01 0.00 0.01
C 0.860680 -0.353186 -0.994132 0.08 0.10 0.36
O 1.584974 0.157734 -1.836945 0.09 0.24 -0.27
N 0.548126 -1.661451 -1.016736 0.13 -0.22 0.00
C 1.114781 -2.470239 -2.083618 0.16 0.23 -0.46
C 0.102803 -2.728890 -3.202635 0.08 -0.18 0.03
C -0.754835 -3.982662 -3.004513 0.02 0.03 0.07
C -1.157864 -4.269193 -1.554113 -0.14 0.10 -0.15
C -1.516034 -3.025082 -0.741373 0.22 -0.22 0.16
C -0.306288 -2.353857 -0.080845 -0.36 0.00 0.18
C 2.479365 3.370278 1.285947 0.24 0.21 0.15
C 3.490452 3.395487 0.330139 -0.14 -0.03 0.07
C 4.397798 4.439848 0.311918 0.09 0.06 -0.07
C 4.303867 5.464504 1.239430 0.06 0.01 -0.02
C 3.306953 5.437785 2.200819 0.00 0.04 0.02
C 2.404026 4.391926 2.227973 -0.09 -0.14 -0.03
H 1.632861 1.909042 -0.659821 0.00 0.02 0.15
H 0.341124 0.034345 1.099476 -0.06 0.03 -0.17
H -1.208708 2.040971 -0.112287 0.07 -0.08 -0.07
H -1.398259 0.699589 -1.237535 -0.05 0.05 0.00
H -3.457005 -0.351421 -0.849536 0.02 -0.02 -0.11
H -5.125451 -1.325358 0.666708 -0.07 -0.04 -0.03
H -4.824722 -1.156014 3.110893 -0.06 -0.03 0.05
H -2.853212 0.017731 4.022619 0.01 0.01 0.10
H -1.182327 0.991584 2.506659 0.14 0.04 0.03
H 1.481013 -3.408723 -1.662090 0.03 -0.01 0.07
H 1.960650 -1.906799 -2.482779 -0.09 -0.19 0.11
H -0.532580 -1.845372 -3.284145 0.04 0.06 -0.05
H 0.636662 -2.823379 -4.149284 -0.01 0.07 -0.04
H -1.655221 -3.876205 -3.613191 -0.01 -0.08 -0.05
H -0.212977 -4.852426 -3.382101 -0.04 -0.02 -0.08
H -2.016683 -4.943249 -1.572577 0.06 -0.07 0.05
H -0.352510 -4.801070 -1.043042 0.00 -0.07 0.05
H -2.195754 -3.308847 0.064406 -0.04 0.06 0.01
H -2.037656 -2.303994 -1.369024 -0.11 0.11 0.02
H -0.673107 -1.656394 0.668615 0.09 -0.04 0.01
H 0.289180 -3.122479 0.429619 -0.07 0.06 0.04
H 3.592981 2.591976 -0.385209 0.00 -0.08 -0.07
H 5.184314 4.453027 -0.428455 0.06 -0.01 -0.05
H 5.013069 6.278949 1.217129 0.05 0.06 0.00
H 3.237067 6.230612 2.930902 -0.01 0.06 0.05
H 1.626490 4.346113 2.975774 -0.05 -0.02 0.06
```
Forces are in eV/Å.

Computed properties:
charge	0
ΔE to the lowest compared entry with this formula, charge and spin	45.8	kJ/mol
highest occupied orbital energy	-9.10	eV
SMILES	O=C(N[C@@H](Cc1ccccc1)C(=O)N1CCCCCC1)c1ccccc1
HOMO-LUMO gap	9.925	eV
LUMO level	0.83	eV

---

Question: Number 2 is which compound?
Answer: C22H26MoNO2SSe2

---

Question: Number 3 is which compound?
Answer: C22H26N2O2

---

Question: Which of these has the highest charge?
Answer: C22H26MoNO2SSe2

---

Question: Which of these has the highest charge?
Answer: C22H26MoNO2SSe2